# 1
The following is a quantum chemistry calculation of a cluster of 2 separate species, C4H9N2 in total, from OMol25.

Summary:
2S+1 = 1
HOMO-LUMO gap = 8.24 eV
E_LUMO = -4.46 eV
Total charge = +1
Energy relative to the best compared isomer or geometry (same formula, charge and spin) = 530.7 kJ/mol
Total energy = -266.89717 hartree
Highest occupied orbital energy = -0.4668 Eh

Last column: natural (NBO) charge in e.
Cartesian coordinates (Å):
C -0.593 1.222 0.046  -0.150
C 0.686 0.818 -0.115  0.011
C -1.969 -0.524 0.327  0.186
C 2.699 -0.547 -0.062  -0.414
N -3.100 -0.218 -0.198  -0.646
N 1.300 -0.359 0.067  -0.540
H -1.278 1.938 -0.104  0.201
H 1.321 1.687 -0.238  0.249
H -1.814 -1.314 0.985  0.190
H 3.014 -1.126 0.898  0.234
H 2.955 -0.933 -1.045  0.219
H 3.128 0.466 -0.184  0.214
H -3.044 0.651 -0.631  0.419
H -4.015 -0.746 -0.129  0.443
H 0.710 -1.014 0.382  0.384

=====

# 2
The following is a quantum chemistry calculation of a cluster of 2 separate species, C4H9N2 in total, from OMol25.

Summary:
2S+1 = 1
HOMO-LUMO gap (alpha / beta) = 8.49 / 8.49 eV
E_LUMO (alpha / beta) = -4.16 / -4.16 eV
Total charge = +1
Energy relative to the best compared isomer or geometry (same formula, charge and spin) = 379.9 kJ/mol
Total energy = -266.95459 hartree
Highest occupied orbital energy (alpha / beta) = -0.4647 / -0.4647 Eh

Last column: natural (NBO) charge in e.
Cartesian coordinates (Å):
C -2.187 -1.094 -0.112  -0.459
C 1.654 -0.209 -0.279  0.157
C -1.461 1.310 -0.029  0.420
C 0.773 0.874 -0.321  -0.723
N -2.119 0.311 -0.093  -0.248
N 2.464 -0.268 0.777  -0.732
H -2.804 -1.417 -0.952  0.262
H -1.134 -1.515 -0.314  0.235
H 1.631 -1.029 -0.961  0.225
H -1.156 2.323 0.112  0.284
H 0.479 0.979 -1.392  0.237
H 1.087 1.800 0.248  0.226
H -2.707 -1.514 0.797  0.274
H 3.101 -1.043 0.944  0.421
H 2.380 0.491 1.576  0.422

=====

# 3
The following is a quantum chemistry calculation of the ion C4H9N2 with charge +1, from OMol25.

Summary:
2S+1 = 1
HOMO-LUMO gap = 9.92 eV
E_LUMO = -4.48 eV
Total charge = +1
Energy relative to the best compared isomer or geometry (same formula, charge and spin) = 290.1 kJ/mol
Total energy = -266.98880 hartree
Highest occupied orbital energy = -0.5290 Eh
SMILES = C=NC/C=[NH+]\C

Last column: natural (NBO) charge in e.
Cartesian coordinates (Å):
C 0.532 -2.479 -0.392  0.015
C 0.033 -0.661 0.915  -0.385
C -0.013 0.838 1.028  0.287
C -0.507 1.468 -1.282  -0.434
N 0.049 -1.319 -0.346  -0.430
N -0.116 1.714 0.088  -0.383
H 0.485 -2.851 -1.423  0.205
H 1.139 -2.925 0.317  0.172
H 0.688 -1.123 1.744  0.262
H -0.769 -1.055 1.562  0.295
H 0.116 1.353 1.952  0.234
H 0.010 2.225 -1.822  0.227
H -0.009 0.514 -1.454  0.268
H -1.548 1.617 -1.191  0.239
H -0.090 2.683 0.304  0.427

=====

# 4
The following is a quantum chemistry calculation of the ion C4H9N2 with charge +1, from OMol25.

Summary:
2S+1 = 1
HOMO-LUMO gap = 8.67 eV
E_LUMO = -5.29 eV
Total charge = +1
Energy relative to the best compared isomer or geometry (same formula, charge and spin) = 358.5 kJ/mol
Total energy = -266.96274 hartree
Highest occupied orbital energy = -0.5128 Eh
SMILES = C=[NH+]C/N=C\C

Last column: natural (NBO) charge in e.
Cartesian coordinates (Å):
C -0.003 -1.532 -2.003  0.141
C 1.032 1.448 0.849  -0.759
C -1.208 -0.486 -0.074  -0.126
C -0.050 0.721 1.618  0.172
N -0.046 -0.881 -0.943  -0.394
N -0.881 -0.119 1.263  -0.408
H -0.899 -1.896 -2.416  0.213
H 0.847 -2.005 -2.396  0.234
H 0.714 1.798 -0.055  0.222
H 1.063 2.440 1.436  0.274
H 2.024 1.025 0.915  0.259
H 0.863 -0.476 -0.614  0.444
H -1.658 0.524 -0.178  0.287
H -1.745 -1.445 -0.141  0.232
H -0.052 0.884 2.739  0.208

=====

# 5
The following is a quantum chemistry calculation of the ion C4H9N2 with charge +1, from OMol25.

Summary:
2S+1 = 1
HOMO-LUMO gap = 10.74 eV
E_LUMO = -3.64 eV
Total charge = +1
Energy relative to the best compared isomer or geometry (same formula, charge and spin) = 340.2 kJ/mol
Total energy = -266.96969 hartree
Highest occupied orbital energy = -0.5285 Eh
SMILES = [NH3+][C@]12CCN1C2

Last column: natural (NBO) charge in e.
Cartesian coordinates (Å):
C 0.653 0.693 0.796  -0.442
C -0.021 1.695 -0.192  -0.186
C 0.152 -0.239 -1.640  -0.262
C 0.108 -0.370 -0.161  0.189
N -0.825 0.499 -0.878  -0.357
N -0.415 -1.694 0.437  -0.707
H 1.675 0.604 1.067  0.244
H 0.064 0.749 1.687  0.217
H -0.627 2.346 0.378  0.237
H 0.668 2.101 -0.912  0.218
H 0.989 0.428 -2.033  0.229
H -0.013 -1.198 -2.223  0.249
H -0.361 -1.406 1.429  0.454
H 0.106 -2.558 0.183  0.459
H -1.418 -1.790 0.217  0.457

=====

# 6
The following is a quantum chemistry calculation of a cluster of 2 separate species, C4H9N2 in total, from OMol25.

Summary:
2S+1 = 1
HOMO-LUMO gap = 10.21 eV
E_LUMO = -3.78 eV
Total charge = +1
Energy relative to the best compared isomer or geometry (same formula, charge and spin) = 331.4 kJ/mol
Total energy = -266.97306 hartree
Highest occupied orbital energy = -0.5141 Eh

Last column: natural (NBO) charge in e.
Cartesian coordinates (Å):
C -3.034 -0.067 -0.123  0.706
C -1.991 -0.960 0.074  -0.866
C 1.826 -0.227 -0.094  0.239
C 3.053 0.593 0.011  -0.705
N 0.591 0.025 -0.003  -0.684
N -3.848 0.711 0.019  -0.443
H -2.240 -1.971 -0.347  0.314
H -1.958 -1.098 1.167  0.308
H 2.208 -1.240 -0.389  0.169
H 3.385 0.713 -1.043  0.261
H 3.823 -0.046 0.568  0.267
H 2.790 1.657 0.325  0.229
H 0.528 1.019 0.023  0.347
H -4.257 1.548 0.200  0.467
H -0.876 -0.655 -0.389  0.392

=====

# 7
The following is a quantum chemistry calculation of a cluster of 2 separate species, C4H9N2 in total, from OMol25.

Summary:
2S+1 = 3
HOMO-LUMO gap (alpha / beta) = 5.84 / 7.99 eV
E_LUMO (alpha / beta) = -5.73 / -8.37 eV
Total charge = +1
Energy relative to the best compared isomer or geometry (same formula, charge and spin) = 375.8 kJ/mol
Total energy = -266.78408 hartree
Highest occupied orbital energy (alpha / beta) = -0.4252 / -0.6009 Eh

Last column: natural (NBO) charge in e.
Cartesian coordinates (Å):
C -0.624 1.318 1.005  -0.814
C -1.186 -0.753 0.136  -0.432
C -0.133 -0.470 -0.888  -0.517
C 1.286 -0.923 -0.393  0.159
N 3.155 -0.113 -1.544  0.345
N 2.334 -0.459 -0.896  0.029
H 0.412 1.168 1.310  0.194
H -1.128 2.098 1.733  0.264
H -2.253 -0.905 -0.134  0.249
H -1.069 -1.580 0.810  0.216
H -1.134 0.368 1.300  0.268
H -0.183 0.636 -1.240  0.278
H -0.368 -1.056 -1.820  0.291
H -0.561 1.665 -0.052  0.203
H 1.452 -0.995 0.673  0.266

=====

# 8
The following is a quantum chemistry calculation of the ion C4H9N2 with charge +1, from OMol25.

Summary:
2S+1 = 3
HOMO-LUMO gap (alpha / beta) = 7.24 / 6.54 eV
E_LUMO (alpha / beta) = -3.18 / -8.42 eV
Total charge = +1
Energy relative to the best compared isomer or geometry (same formula, charge and spin) = 178.5 kJ/mol
Total energy = -266.85925 hartree
Highest occupied orbital energy (alpha / beta) = -0.3828 / -0.5497 Eh

Last column: natural (NBO) charge in e.
Cartesian coordinates (Å):
C 0.772 0.040 -0.970  -0.092
C 1.584 0.761 0.207  -0.323
C -0.355 0.039 1.072  -0.119
C -1.618 -0.603 -1.056  -0.419
N 1.005 0.124 1.359  -0.117
N -0.376 -0.151 -0.464  -0.355
H 1.220 -0.152 -2.027  0.275
H 2.763 0.616 0.145  0.271
H 1.313 1.808 0.303  0.251
H -0.847 -0.789 1.500  0.240
H -0.904 1.076 1.240  0.258
H -2.415 0.225 -0.928  0.227
H -2.132 -1.161 -0.275  0.217
H -1.479 -1.169 -1.914  0.248
H 1.468 -0.664 1.809  0.439

=====

# 9
The following is a quantum chemistry calculation of a cluster of 2 separate species, C4H9N2 in total, from OMol25.

Summary:
2S+1 = 3
HOMO-LUMO gap (alpha / beta) = 8.41 / 6.64 eV
E_LUMO (alpha / beta) = -3.95 / -8.87 eV
Total charge = +1
Energy relative to the best compared isomer or geometry (same formula, charge and spin) = 460.8 kJ/mol
Total energy = -266.75172 hartree
Highest occupied orbital energy (alpha / beta) = -0.4539 / -0.5700 Eh

Last column: natural (NBO) charge in e.
Cartesian coordinates (Å):
C -0.367 0.227 -0.391  0.357
C -0.653 -1.805 -0.539  -0.324
C -0.107 0.933 -1.613  -0.728
C 0.983 0.506 1.927  -0.447
N -1.143 0.822 0.759  -0.079
N -0.011 0.555 0.911  -0.089
H 0.269 -2.212 -0.702  0.209
H -1.437 -1.834 -1.340  0.253
H -0.996 -2.068 0.461  0.226
H -0.995 1.467 -1.823  0.270
H -0.007 0.284 -2.553  0.279
H 0.793 1.622 -1.637  0.307
H 1.402 1.524 2.012  0.258
H 1.776 -0.262 1.665  0.259
H 0.493 0.241 2.862  0.249

=====

# 10
The following is a quantum chemistry calculation of a cluster of 2 separate species, C4H9N2O in total, from OMol25.

Summary:
2S+1 = 1
HOMO-LUMO gap (alpha / beta) = 9.37 / 9.37 eV
E_LUMO (alpha / beta) = -3.78 / -3.78 eV
Total charge = +1
Energy relative to the best compared isomer or geometry (same formula, charge and spin) = 597.4 kJ/mol
Total energy = -342.12972 hartree
Highest occupied orbital energy (alpha / beta) = -0.4832 / -0.4832 Eh

Last column: natural (NBO) charge in e.
Cartesian coordinates (Å):
C -2.378 0.432 0.061  0.320
C 2.345 -0.178 -0.733  -0.492
C 2.556 0.548 0.675  -0.440
C 1.591 -0.541 0.393  0.199
N -3.615 0.012 -0.185  -0.755
N -1.254 -0.151 -0.155  -0.196
O -0.191 0.237 0.537  -0.495
H -2.191 1.317 0.709  0.240
H 1.984 0.418 -1.600  0.286
H 3.018 -0.937 -1.150  0.261
H 3.419 0.230 1.330  0.258
H 2.529 1.606 0.764  0.287
H 1.358 -1.555 0.789  0.253
H -4.527 0.563 -0.253  0.460
H -3.642 -0.897 -0.605  0.404
H -1.001 -1.106 -0.575  0.409

=====

# 11
The following is a quantum chemistry calculation of the ion C4H9N2O with charge +1, from OMol25.

Summary:
2S+1 = 1
HOMO-LUMO gap = 8.32 eV
E_LUMO = -5.42 eV
Total charge = +1
Energy relative to the best compared isomer or geometry (same formula, charge and spin) = 493.4 kJ/mol
Total energy = -342.16932 hartree
Highest occupied orbital energy = -0.5051 Eh
SMILES = CC/C=[NH+]/C=[NH+]\[O-]

Last column: natural (NBO) charge in e.
Cartesian coordinates (Å):
C 2.503 0.902 -0.173  0.067
C 0.328 0.173 0.590  0.285
C -1.583 -1.155 -0.414  -0.562
C -1.138 0.119 0.487  -0.513
N 3.068 -0.328 -0.145  0.001
N 1.188 1.076 0.082  -0.483
O 2.604 -1.436 0.113  -0.399
H 3.172 1.837 -0.328  0.265
H 0.968 -0.670 0.901  0.253
H -1.334 -2.068 0.041  0.234
H -0.938 -0.982 -1.332  0.208
H -2.655 -0.994 -0.782  0.261
H -1.769 -0.120 1.318  0.294
H -1.383 1.136 0.099  0.226
H 3.981 -0.492 -0.583  0.415
H 0.805 1.947 -0.409  0.448

=====

# 12
The following is a quantum chemistry calculation of the ion C4H9N2O with charge +1, from OMol25.

Summary:
2S+1 = 1
HOMO-LUMO gap = 10.49 eV
E_LUMO = -3.55 eV
Total charge = +1
Energy relative to the best compared isomer or geometry (same formula, charge and spin) = 509.3 kJ/mol
Total energy = -342.16328 hartree
Highest occupied orbital energy = -0.5158 Eh
SMILES = C[N@@H+]1CC=NOC1

Last column: natural (NBO) charge in e.
Cartesian coordinates (Å):
C 1.691 1.075 -0.482  -0.073
C 0.181 1.140 -0.563  -0.229
C 0.385 -1.252 0.110  0.016
C -1.819 -0.350 0.280  -0.412
N 2.286 0.185 0.177  -0.012
N -0.383 -0.043 0.373  -0.390
O 1.828 -0.900 0.605  -0.282
H 2.323 1.826 -0.778  0.242
H -0.236 1.923 -0.014  0.236
H -0.195 0.964 -1.607  0.248
H 0.083 -2.149 0.692  0.255
H 0.382 -1.263 -1.023  0.221
H -1.823 -1.506 0.128  0.235
H -2.306 -0.081 1.183  0.248
H -2.280 0.168 -0.481  0.238
H -0.116 0.264 1.401  0.459